A molecular structure, C42H32ClN4O10PV in a non-equilibrium geometry, computed with ωB97M-V/def2-TZVPD.

- HOMO (spin up / spin down): -2.34 / -2.44 eV
- 2S+1: 2
- Strongest force on any atom: 0.0214 hartree/bohr
- DFT total energy: -118013.2078 eV
- Total charge: -2

Geometry as XYZ:
```
91
Properties=species:S:1:pos:R:3:forces:R:3
V 0.14292 0.13378 0.72855 0.38 0.05 1.03
O -1.69791 -4.26194 4.52969 -0.02 -0.03 0.03
C -1.27156 -3.26720 3.70044 0.05 0.10 -0.06
C -0.82443 -2.04564 4.20028 -0.11 -0.08 0.16
C -0.43087 -1.08746 3.29932 0.29 0.12 -0.26
N -0.49546 -1.31188 1.99707 -0.34 -0.66 0.79
C -0.84827 -2.48674 1.50972 0.01 0.31 -0.20
C -1.25858 -3.51125 2.33202 -0.12 -0.22 0.08
C -0.63118 -2.50991 0.00284 0.02 0.18 0.33
O -0.87369 -3.48918 -0.66284 -0.04 -0.09 -0.13
O -0.12191 -1.37920 -0.39733 -0.14 -0.64 -0.29
C 0.27628 0.21930 3.62614 0.13 0.03 -0.19
O 0.45966 0.53979 4.79540 0.00 0.03 0.04
O 0.66641 0.86041 2.58230 -0.08 -0.09 0.37
H -1.64701 -3.94048 5.43594 0.01 -0.01 -0.02
H -0.77051 -1.83005 5.26209 0.04 -0.02 -0.03
H -1.54150 -4.47027 1.92003 0.01 0.03 0.01
C 2.95248 -2.25071 4.12736 0.09 -0.07 0.05
O 2.69075 -3.33561 3.24338 -0.17 0.09 0.06
C 3.10526 -3.14463 1.94294 0.17 -0.03 0.03
C 3.92181 -4.10432 1.39354 -0.02 0.03 -0.07
C 4.37333 -4.00845 0.06904 0.00 -0.02 0.07
C 3.99037 -2.91858 -0.67940 -0.03 -0.06 -0.06
C 3.14320 -1.93766 -0.15193 -0.17 -0.06 -0.02
C 2.78711 -0.80236 -0.96258 0.24 -0.09 -0.10
N 1.94990 0.11104 -0.65529 -0.33 0.51 0.03
N 1.89701 1.15832 -1.56392 0.09 -0.21 -0.26
C 1.01422 2.01677 -1.16903 0.28 -0.13 0.05
O 0.35617 1.91214 -0.05986 0.04 0.72 -0.60
C 0.78052 3.19603 -2.04570 -0.17 0.12 0.20
C -0.11710 4.17195 -1.63195 -0.03 0.05 -0.02
C -0.35212 5.29103 -2.41986 0.02 0.00 0.01
C 0.30682 5.43772 -3.63179 0.03 -0.04 -0.02
C 1.18754 4.44879 -4.06110 -0.02 0.01 0.06
C 1.42358 3.33240 -3.27358 0.00 0.04 -0.01
C 2.65736 -2.01864 1.18011 -0.03 0.13 -0.05
O 1.89099 -1.12818 1.68664 -0.02 -0.02 -0.21
H 2.64294 -2.58282 5.11810 -0.01 0.00 0.00
H 2.40910 -1.35320 3.84867 -0.01 0.01 -0.04
H 4.02498 -2.02510 4.14398 0.03 -0.02 0.00
H 4.19525 -4.94835 2.01776 0.02 0.02 0.00
H 5.01133 -4.77813 -0.34670 -0.01 0.01 -0.01
H 4.32740 -2.81639 -1.70648 -0.01 0.02 0.01
H 3.29192 -0.69713 -1.92364 0.08 0.06 0.03
H -0.62743 4.03202 -0.68852 0.02 0.01 -0.02
H -1.05655 6.04712 -2.09161 0.01 -0.02 0.02
H 0.13148 6.31359 -4.24651 -0.02 -0.03 -0.01
H 1.68404 4.54890 -5.01929 0.02 -0.01 0.01
H 2.09638 2.54842 -3.59192 0.01 0.01 0.00
N -1.52234 0.80357 1.11444 0.22 -0.05 -0.35
P -2.18378 1.96927 1.88997 -0.41 0.25 0.22
C -1.37184 3.59825 2.12102 0.22 -0.10 -0.07
C -0.21994 3.72371 2.90413 -0.03 0.05 -0.01
C 0.38208 4.96346 3.06881 -0.05 -0.03 0.00
C -0.13654 6.08636 2.43693 0.00 -0.03 -0.04
C -1.26112 5.96463 1.63486 -0.01 0.00 0.03
C -1.87730 4.72876 1.48111 -0.06 0.04 0.12
C -2.69520 1.45877 3.57524 -0.04 -0.23 -0.08
C -2.33004 2.03638 4.78330 -0.08 0.07 -0.05
C -2.76182 1.48081 5.98267 -0.01 0.00 0.03
C -3.57326 0.35748 5.98174 0.02 0.00 -0.04
C -3.95991 -0.21886 4.77521 0.04 0.04 -0.01
C -3.51347 0.32155 3.58129 0.03 0.02 0.03
C -3.78001 2.41391 1.15372 0.00 -0.03 -0.17
C -4.86468 2.86772 1.90341 0.02 0.02 -0.06
C -6.05549 3.18149 1.26615 0.02 0.00 -0.01
C -6.16932 3.02760 -0.11333 0.05 0.03 0.03
C -5.09036 2.57844 -0.86032 -0.04 0.08 -0.01
C -3.88730 2.28705 -0.22819 0.09 0.05 0.09
H 0.21400 2.84914 3.37096 0.02 0.03 -0.02
H 1.26246 5.04801 3.69446 0.02 -0.01 -0.04
H 0.33996 7.05190 2.56172 0.00 -0.01 0.00
H -1.66414 6.83301 1.12688 0.00 -0.02 0.00
H -2.76609 4.64784 0.86816 0.03 0.01 -0.03
H -1.70497 2.91882 4.79906 0.03 -0.03 0.01
H -2.45131 1.92450 6.92120 0.01 0.00 -0.02
H -3.90004 -0.07518 6.92046 -0.02 0.01 0.00
H -4.60281 -1.09074 4.76471 0.02 -0.01 -0.01
H -3.79806 -0.13119 2.63502 -0.01 -0.02 0.04
H -4.77786 2.97088 2.97912 -0.02 -0.02 0.00
H -6.90175 3.53348 1.84548 0.00 -0.02 0.00
H -7.10993 3.25425 -0.60276 0.00 -0.03 0.00
H -5.17463 2.41667 -1.92705 0.02 -0.05 0.02
H -3.03233 1.92509 -0.79340 -0.08 -0.04 -0.03
Cl -5.25423 -1.13344 0.06371 -0.04 -0.02 0.04
C -3.59343 -1.21295 -0.64816 0.14 0.00 -0.10
C -3.33822 -0.22534 -1.81765 -0.21 0.00 -0.08
O -4.27874 -0.01360 -2.61129 0.16 0.06 0.11
O -2.17619 0.22659 -1.79840 -0.13 0.03 -0.42
H -3.45406 -2.22914 -1.00969 -0.01 -0.06 0.07
H -2.90139 -0.98879 0.15816 -0.06 0.01 0.04
```
Positions in Å, forces in eV/Å.

A molecular structure, C42H32F9NO6PSW in a non-equilibrium geometry, computed with ωB97M-V/def2-TZVPD.

- HOMO (spin up / spin down): -10.42 / -10.42 eV
- 2S+1: 3
- Strongest force on any atom: 0.0875 hartree/bohr
- DFT total energy: -104245.1339 eV
- Total charge: +1

Geometry as XYZ:
```
93
Properties=species:S:1:pos:R:3:forces:R:3
W -0.84229 0.95625 0.49001 -3.35 2.61 -0.32
O -6.92235 1.62074 -0.30391 2.29 0.09 0.76
C -5.72519 1.62285 -0.08715 -1.85 0.18 -1.23
C -4.62849 1.36365 -1.16774 -3.68 0.06 -2.59
O -4.87406 1.31314 -2.36891 0.94 0.07 1.84
C -3.47925 1.13168 -0.41282 1.82 -0.03 1.32
C -3.63539 1.38187 0.96375 1.66 -0.58 -3.01
O -2.51509 1.18616 1.63494 1.06 -0.32 -0.13
C -4.99215 1.80179 1.24781 -1.80 0.51 2.72
O -5.50023 2.16355 2.30337 0.98 -0.53 -1.67
O -2.31150 0.73622 -0.90266 0.45 0.07 1.80
C 2.37175 0.88547 3.16837 -0.68 -1.40 -0.22
S 2.31979 0.58039 1.33471 0.08 0.52 0.61
O 1.04797 1.45980 0.89461 2.01 -0.75 0.57
C 3.77830 1.46165 0.75161 -0.18 0.43 -0.62
C 3.80847 2.84634 0.63595 0.38 1.06 0.96
C 5.01585 3.49501 0.28794 -0.34 -0.79 -0.54
C 6.12954 2.76318 -0.09319 0.02 -1.21 -0.33
C 6.07579 1.33071 -0.02465 -0.77 1.97 0.32
C 4.89593 0.70715 0.36608 0.38 -0.73 0.55
H 1.78961 0.02488 3.64047 1.00 1.14 -0.70
H 1.81886 1.80526 3.34760 0.33 0.23 -0.01
H 3.42039 0.87707 3.51050 -0.53 0.17 -0.25
H 2.97061 3.48260 0.95174 0.15 -0.48 -0.30
H 5.12336 4.56643 0.22640 -0.53 0.16 0.14
H 6.99457 3.31796 -0.51460 -0.47 -0.73 0.64
H 6.94885 0.74753 -0.19006 0.47 -0.38 -0.40
H 4.92073 -0.38860 0.47408 -0.26 0.54 -0.14
C 1.75876 3.16137 -4.21865 -0.37 -0.03 0.07
N 0.59499 3.67556 -3.43743 1.24 -0.17 0.33
C -0.40284 4.27893 -4.29906 -1.93 -1.54 0.79
C 0.12213 2.87798 -2.25528 0.82 0.32 -1.75
C -0.45156 3.74830 -1.16170 0.58 1.05 0.48
C -0.40957 5.17498 -1.22839 0.47 -1.84 -1.81
C -1.06435 5.96771 -0.32965 0.34 -0.21 0.95
C -1.40208 5.39438 0.92259 0.13 0.41 -1.40
C -1.14474 4.05072 1.09810 -0.18 0.24 -0.43
C -0.79923 3.16731 0.04568 -0.20 -0.91 1.00
H 1.46450 2.30320 -4.91202 0.36 0.99 0.60
H 2.53611 2.79719 -3.52692 -0.34 -0.01 -0.15
H 2.27702 3.98282 -4.81869 -1.07 -0.95 0.67
H -0.11555 5.21831 -4.73927 0.27 0.53 0.19
H -1.38559 4.36721 -3.72113 1.34 0.23 -0.82
H -0.62461 3.60350 -5.14154 -0.10 0.04 -0.03
H 1.04145 2.40817 -1.83009 -0.57 0.02 -0.40
H -0.61051 2.06815 -2.56011 0.54 0.59 0.37
H 0.19436 5.53979 -2.07700 -0.91 0.24 0.34
H -1.15635 7.00088 -0.61670 -0.13 0.37 0.55
H -1.82055 5.95568 1.74838 0.10 0.17 -0.14
H -1.22218 3.79659 2.12171 -0.32 -1.16 0.86
F -5.64298 -5.54299 -1.37252 0.27 0.11 2.00
C -5.51965 -5.12545 -0.04778 -1.90 -0.24 -1.21
F -6.69762 -4.42711 0.20415 1.72 -1.26 0.11
F -5.44179 -6.21962 0.76769 -0.37 1.27 -1.07
C -4.33264 -4.24507 0.09330 2.15 0.49 -1.30
C -3.16614 -4.46642 -0.67535 -0.78 -0.90 0.37
C -2.00452 -3.71063 -0.50789 -0.22 -0.88 -0.31
C -1.99337 -2.61599 0.33428 -2.08 -0.09 0.25
C -3.20307 -2.34127 1.04587 1.48 0.69 -1.19
C -4.31880 -3.12103 0.88516 -0.80 -0.15 1.01
P -0.54439 -1.61061 0.57874 -0.58 0.88 1.06
C 0.52696 -1.87644 -0.81210 1.77 -1.09 0.55
C 1.82153 -2.39636 -0.62537 0.11 -0.38 -0.04
C 2.68199 -2.56529 -1.70351 0.77 -0.35 0.11
C 2.28439 -2.18262 -3.00540 0.06 -0.66 2.12
C 0.97753 -1.76400 -3.17037 0.39 0.25 0.42
C 0.11982 -1.56677 -2.08664 -0.28 0.24 -0.78
C 3.19795 -2.41852 -4.15335 0.83 -0.62 -1.91
F 4.53316 -2.34737 -3.87988 -1.27 0.19 0.28
F 2.94885 -1.55566 -5.16900 0.15 -0.25 0.66
F 3.00089 -3.66716 -4.66995 0.01 0.61 0.45
C -0.06570 -2.30977 2.18053 1.51 -1.26 1.04
C 0.23968 -3.70780 2.21868 1.01 0.50 1.61
C 0.50833 -4.32691 3.47147 -0.29 0.59 -1.02
C 0.52495 -3.62782 4.67905 -0.76 0.32 -1.18
C 0.28056 -2.26674 4.64540 -0.20 1.04 -0.59
C -0.00445 -1.59990 3.41184 -0.24 -0.64 0.64
C 0.82866 -4.32798 5.95667 1.28 -1.29 1.86
F 1.15735 -5.66028 5.72494 -0.60 1.99 0.55
F -0.17567 -4.30827 6.90952 1.62 0.14 -1.70
F 1.96616 -3.73415 6.52402 -1.83 -0.90 -0.57
H -3.16851 -5.29750 -1.38757 0.13 0.27 0.32
H -1.11800 -4.10379 -1.00329 -0.08 0.52 -0.14
H -3.27509 -1.41504 1.59335 0.00 0.02 0.41
H -5.21547 -2.87910 1.43103 -0.15 0.20 0.13
H 2.14469 -2.75237 0.36271 -0.15 0.30 -0.43
H 3.65683 -3.07995 -1.49623 -0.91 0.79 -0.50
H 0.64734 -1.57968 -4.15515 -0.50 0.38 -0.91
H -0.87343 -1.16687 -2.26347 -0.04 -0.09 -0.07
H 0.51065 -4.28897 1.32374 -0.84 0.31 0.31
H 0.72466 -5.37329 3.50286 0.15 -0.43 -0.16
H 0.31957 -1.68187 5.58047 -0.10 -0.30 -0.62
H -0.22517 -0.52503 3.53227 -0.07 -0.62 -0.58
```
Positions in Å, forces in eV/Å.